Entry 1:
Entry from OMol25: a molecular structure, C25H25BaCl3F5IN10SSi (ωB97M-V with the def2-TZVPD basis set).

Each line ends with the Mulliken charge.
Geometry (Å):
Ba 0.1625 -0.2697 -0.0094  1.796
N 1.6003 -4.8790 -1.3096  0.319
C 0.9411 -3.7714 -1.6679  -0.654
N 0.5361 -3.1289 -0.5977  0.209
C 1.0261 -3.8982 0.4229  0.353
N 1.6663 -4.9754 0.0216  -0.711
C 0.9267 -3.5684 1.8450  -0.076
C 1.0614 -4.5615 2.8189  -0.338
N 1.0235 -4.2814 4.1113  -0.585
C 0.8555 -3.0061 4.4440  -0.521
C 0.7083 -2.0170 3.4837  -0.236
N 0.7367 -2.2948 2.1848  0.292
H 2.1075 -5.5240 -1.8912  0.233
H 0.8077 -3.4541 -2.6892  0.423
H 1.2036 -5.5930 2.5247  0.462
H 0.8328 -2.7604 5.4983  0.390
H 0.5708 -0.9838 3.7761  0.469
N -2.9304 3.9362 -5.7470  -0.357
C -3.5831 3.2126 -4.8219  0.024
S -5.2096 2.9916 -4.8539  -0.324
C -2.7266 2.5780 -3.7910  0.839
C -3.1737 2.4424 -2.4799  -0.794
C -2.3470 1.8376 -1.5505  -0.682
N -1.1525 1.3349 -1.8651  0.492
C -0.7207 1.4703 -3.1150  -0.732
C -1.4599 2.0933 -4.1072  -0.629
H -3.4680 4.4124 -6.4515  0.229
H -1.9711 4.2077 -5.6079  0.211
H -4.1475 2.8146 -2.1976  0.466
H -2.6391 1.7666 -0.5082  0.324
H 0.2539 1.0451 -3.3407  0.349
H -1.0618 2.1493 -5.1117  0.439
Cl 2.2011 -1.1611 -3.6750  -0.374
Si 2.9534 -0.7371 -1.6351  0.141
Cl 4.6227 0.5023 -2.0561  -0.316
Cl 4.0133 -2.5714 -1.2659  -0.333
C -1.2431 -2.1120 -5.1761  -1.283
C -2.3657 -2.4754 -4.1935  2.500
C -2.5063 -3.9972 -4.0646  -1.681
C -3.6905 -1.8392 -4.6414  -1.647
C -2.0211 -1.9235 -2.8835  -0.962
N -1.7465 -1.4900 -1.8573  -0.014
H -1.5074 -2.4789 -6.1685  0.452
H -0.2904 -2.5546 -4.8845  0.252
H -1.1046 -1.0319 -5.2288  0.167
H -2.7662 -4.4156 -5.0374  0.436
H -3.2907 -4.2606 -3.3550  0.397
H -1.5722 -4.4520 -3.7340  0.304
H -3.9702 -2.2431 -5.6148  0.435
H -3.5935 -0.7566 -4.7301  0.302
H -4.4911 -2.0565 -3.9343  0.386
F 1.5390 3.1213 -0.5339  -0.289
C 1.2431 3.1171 0.8041  0.850
F 2.2238 2.3774 1.4166  -0.307
C 1.4481 4.5584 1.3020  0.301
F 1.1126 4.6510 2.5986  -0.238
F 0.6672 5.4077 0.6140  -0.237
F 2.7130 4.9720 1.1746  -0.259
N -1.1676 3.0026 1.2685  -0.767
C -0.0838 2.3815 0.9890  0.043
H -1.0591 4.0173 1.3933  0.229
I -2.0255 1.8982 5.7904  0.083
C -2.5766 0.8205 4.0933  -0.682
C -3.8656 0.3452 3.9201  -0.087
C -4.1575 -0.3547 2.7600  -0.897
C -3.1477 -0.5569 1.8345  -0.430
N -1.9068 -0.0985 1.9986  0.425
C -1.6343 0.5893 3.1031  -0.639
H -4.6250 0.5215 4.6699  0.392
H -5.1505 -0.7392 2.5745  0.431
H -3.3405 -1.1076 0.9193  0.498
H -0.6365 1.0011 3.1854  0.739

spin multiplicity = 1
energy = -4406.22097 Eh
E_LUMO = -0.60 eV
molar mass = 991.279 g/mol
energy above the lowest of the compared OMol25 structures with the same formula, charge and spin = 0.280 eV
HOMO = -7.166 eV
total charge = 0

Entry 2:
Entry from OMol25: 3 unconnected molecules or ions with the total composition C21H48IN4O4 (ωB97M-V with the def2-TZVPD basis set).

Each line ends with the Mulliken charge.
Geometry (Å):
C 1.0708 2.6184 1.8063  -1.260
C 1.2617 1.1135 1.9615  -0.354
C 1.9418 0.5024 0.7092  1.494
C 3.4181 0.2491 1.0164  -2.188
C 1.1523 -0.6625 0.0510  -0.174
C 1.8883 -1.8589 -0.5761  -1.428
I 3.1059 -3.0889 0.7119  0.140
N 0.7501 -2.7251 -0.9179  0.499
C -0.2480 -2.5299 -0.1498  -0.492
C 0.0051 -1.3815 0.7963  -0.017
O -1.1193 -0.5704 0.8839  -0.341
C -2.2053 -1.1242 1.6446  -0.542
C -3.1708 -0.0086 1.9916  -0.925
N -4.1637 0.1913 0.9448  -0.323
C -5.3815 0.8367 1.4422  -0.871
C -6.2097 1.4091 0.3019  0.295
C -7.7128 1.3527 0.5704  -1.288
O -5.7417 2.7490 0.1187  -0.563
H 0.6778 3.0726 2.7151  0.457
H 2.0248 3.1003 1.5804  0.188
H 0.3887 2.8326 0.9793  0.356
H 0.3057 0.6390 2.1714  0.060
H 1.9103 0.9250 2.8209  0.411
H 1.9413 1.2801 -0.0592  0.168
H 3.9754 -0.1608 0.1707  0.430
H 3.8693 1.2119 1.2634  0.445
H 3.5594 -0.4086 1.8727  0.462
H 0.6081 -0.2301 -0.7995  0.292
H 2.5059 -1.6464 -1.4416  0.739
H 0.7397 -3.4272 -1.6722  0.254
H -1.1636 -3.0951 -0.2628  0.444
H 0.3290 -1.7658 1.7763  0.385
H -2.7406 -1.8627 1.0389  0.286
H -1.8133 -1.6129 2.5435  0.441
H -3.6899 -0.2811 2.9125  0.582
H -2.5859 0.8971 2.1996  0.352
H -3.7771 0.7952 0.2266  0.250
H -5.1485 1.6725 2.1168  0.381
H -5.9649 0.1071 2.0078  0.412
H -5.9752 0.8288 -0.5989  0.326
H -7.9311 1.3190 1.6388  0.347
H -8.1678 0.4787 0.1038  0.324
H -8.1974 2.2417 0.1662  0.348
H -6.0846 3.0863 -0.7095  0.337
C -2.6138 -6.9216 -3.1578  -1.428
C -1.6107 -6.8269 -2.0131  0.083
C -1.2260 -5.3902 -1.6366  -0.591
O -0.3359 -4.7407 -2.5455  -0.561
C -0.9469 -4.1997 -3.7160  -0.755
N -0.4647 -7.6758 -2.3060  -0.643
H -2.1327 -6.7548 -4.1217  0.324
H -3.0416 -7.9217 -3.1827  0.353
H -3.4263 -6.2014 -3.0460  0.361
H -2.0898 -7.2333 -1.1161  0.426
H -0.6865 -5.4288 -0.6851  0.374
H -2.1300 -4.7770 -1.5065  0.477
H -1.9287 -3.7776 -3.4836  0.350
H -1.0595 -4.9526 -4.4939  0.218
H -0.2951 -3.4114 -4.0909  0.321
H 0.1451 -7.7707 -1.5020  0.279
H 0.0939 -7.2719 -3.0501  0.275
C 4.4122 4.2234 -0.3190  -1.119
C 3.8965 5.4824 0.3705  0.341
C 4.8414 6.6837 0.2618  -0.819
O 5.9842 6.5995 1.0882  -0.377
C 7.0930 5.9147 0.5406  -0.631
N 3.5532 5.1561 1.7573  -0.561
H 5.1980 3.7482 0.2702  0.248
H 3.6009 3.5020 -0.4307  0.066
H 4.8145 4.4439 -1.3090  0.407
H 2.9686 5.7819 -0.1291  0.349
H 4.3024 7.5729 0.5968  0.375
H 5.1397 6.8459 -0.7824  0.416
H 7.1767 6.0961 -0.5361  0.299
H 7.0414 4.8358 0.7092  0.237
H 7.9854 6.2996 1.0311  0.257
H 3.0843 5.9470 2.1880  0.263
H 4.4204 5.0532 2.2785  0.250

spin multiplicity = 1
energy = -1646.30934 Eh
E_LUMO = -4.07 eV
molar mass = 547.543 g/mol
HOMO = -10.917 eV
total charge = +1

Entry 3:
Entry from OMol25: a molecular structure, C4H6N2O8S2Zn in a non-equilibrium geometry (ωB97M-V with the def2-TZVPD basis set).

Each line ends with the Mulliken charge.
Geometry (Å):
Zn -0.7100 -0.2018 0.5876  0.463
S -2.5894 -1.9134 0.8540  1.363
O -3.4134 -1.6994 2.0181  -0.774
O -1.2188 -1.9373 1.3156  -0.651
O -2.9515 -3.1536 0.1722  -0.777
O -2.6740 -0.7404 0.0250  -0.626
S -1.2825 2.1785 1.3405  1.274
O -0.3555 3.2425 1.6297  -0.736
O -1.1489 0.9777 2.0786  -0.579
O -2.6168 2.7191 1.6322  -0.763
O -1.0845 1.6118 0.0741  -0.617
C 0.5933 -1.6196 -3.8049  -0.941
C 0.2156 -1.2726 -2.4694  0.559
N -0.0239 -0.9450 -1.3833  -0.206
H -0.2815 -2.2151 -4.0659  0.268
H 1.4877 -2.2354 -3.7103  0.253
H 0.6456 -0.7543 -4.4656  0.266
C 3.2912 1.6534 1.4127  -0.945
C 2.2396 0.6382 1.1338  0.508
N 1.3793 -0.1209 1.0305  -0.200
H 3.0034 1.9137 2.4313  0.254
H 3.1760 2.5727 0.8386  0.274
H 4.3190 1.3011 1.3246  0.334

spin multiplicity = 1
energy = -3443.18817 Eh
E_LUMO = 4.19 eV
molar mass = 339.622 g/mol
energy above the lowest of the compared OMol25 structures with the same formula, charge and spin = 2.561 eV
HOMO = -0.737 eV
total charge = -2

Entry 4:
Entry from OMol25: 9 unconnected molecules or ions with the total composition C4H25NO11 in a non-equilibrium geometry (ωB97M-V with the def2-TZVPD basis set).

Each line ends with the Mulliken charge.
Geometry (Å):
O 2.4933 -0.7328 1.1991  -0.669
C 1.3248 -1.0641 1.2576  0.213
N 0.8492 -1.0155 2.5478  -0.084
C -0.2423 -2.0617 2.9068  -0.171
O 0.4077 -3.2716 2.8408  -0.473
C 0.4130 -1.2847 0.0215  0.169
C 0.8853 -0.1832 -0.9361  -0.314
O 0.0397 0.0305 -2.0717  -0.625
H 1.6401 -0.8334 3.1069  0.268
H -1.2164 -1.8236 2.0311  0.168
H -0.6849 -2.1484 4.0066  0.266
H 0.6599 -3.5799 2.0542  0.303
H -0.6472 -1.4659 0.2472  0.145
H 0.5604 -2.2899 -0.5821  0.275
H 1.9068 -0.6394 -1.2739  -0.012
H 0.9665 0.7493 -0.4337  0.206
H 0.1794 0.8614 -2.5436  0.456
H -1.5099 2.6525 3.5955  0.275
H -1.1939 2.7606 2.0749  0.375
O -1.1776 2.1174 2.8275  -0.605
H 0.3952 -1.1993 -3.2013  0.326
H 1.4616 -1.8105 -3.8202  0.311
O 0.5565 -2.1001 -3.6871  -0.651
H -3.5096 1.5296 2.2179  0.306
H -3.6988 1.5076 0.6935  0.321
O -3.6949 2.1199 1.4963  -0.616
H 4.1907 -0.0635 -1.2759  0.291
H 3.7778 0.4670 0.1146  0.337
O 3.9105 0.6996 -0.7973  -0.614
H 1.9166 2.3363 -2.5866  0.346
H 0.3983 2.8280 -2.3923  0.333
O 0.9617 2.2662 -2.9169  -0.717
H -2.7951 -0.3392 -0.5540  0.275
H -1.5134 0.4015 -0.8047  0.274
O -2.2655 0.3771 -0.2860  -0.547
H 0.3668 2.3216 0.7022  0.136
H 1.3246 2.6747 1.6866  0.346
O 0.8985 3.0727 0.9192  -0.593
H -3.5419 -1.0693 -3.0617  0.276
H -1.9412 -1.5267 -2.8831  0.328
O -2.8522 -1.2709 -2.4397  -0.633

spin multiplicity = 1
energy = -1049.68756 Eh
E_LUMO = 0.18 eV
molar mass = 263.240 g/mol
SMILES = O=C(CCO)NCO.O.O.O.O.O.O.O.O
energy above the lowest of the compared OMol25 structures with the same formula, charge and spin = 5.334 eV
HOMO = -10.157 eV
total charge = 0

Entry 5:
Entry from OMol25: a gas-phase ion, CH2N2O3P (charge -1) in a non-equilibrium geometry (ωB97M-V with the def2-TZVPD basis set).

Each line ends with the Mulliken charge.
Geometry (Å):
C -2.3956 -1.1793 -0.0591  0.199
N -2.7206 -2.2910 -0.1633  -0.432
N 0.1365 -0.0982 -0.5177  -0.505
O -3.4321 1.6195 -0.3802  -0.718
O -1.5003 0.8729 1.4346  -0.674
O -0.9709 0.6523 -0.9907  -0.281
P -2.1892 0.6472 0.1439  0.849
H -0.4076 -0.8692 -0.0088  0.263
H 0.5069 0.4844 0.2200  0.299

spin multiplicity = 1
energy = -715.97090 Eh
E_LUMO = 4.37 eV
molar mass = 121.012 g/mol
SMILES = N#C[P@@](=O)([O-])ON
energy above the lowest of the compared OMol25 structures with the same formula, charge and spin = 0.733 eV
HOMO = -5.767 eV
total charge = -1